(1)
Density functional theory data (ωB97M-V with the def2-TZVPD basis set) for an isolated ion of composition C9H14N3OS and charge +1 in a non-equilibrium geometry.

Properties
Kohn-Sham gap: 8.351 eV
SMILES: CN/C(N)=[N+](\OC)Sc1ccccc1
lowest unoccupied orbital energy: -0.14872 hartree
charge: +1
energy above the lowest of the compared OMol25 structures with the same formula, charge and spin: 0.956 eV

XYZ file:
```
28
Properties=species:S:1:pos:R:3:forces:R:3
H 0.813172 -3.546812 -1.039444 -2.24 -0.31 -1.20
C -1.678848 -0.302544 -0.613788 -2.16 1.08 1.41
H 4.018425 1.916811 0.419494 -0.22 0.59 -0.60
C -2.062696 -0.847787 0.668862 1.81 -0.11 -2.95
C 3.056393 1.846317 0.923367 0.31 0.19 -0.91
C -3.748181 0.868937 1.043255 0.68 -0.46 -1.35
S -0.493383 -1.017713 -1.696274 1.50 0.03 1.56
C 1.615867 -3.200752 -0.500374 1.00 1.15 2.81
C -3.433891 1.385530 -0.256802 0.42 -1.48 2.44
N 1.380757 1.305469 -1.389243 -0.61 -4.26 -1.25
C -3.043149 -0.260559 1.413146 0.09 0.53 -0.51
H 2.453729 -3.100701 -1.123958 1.31 0.04 -0.69
H 1.766350 -3.872673 0.353673 0.25 0.20 -0.39
H 1.404149 2.256010 -1.256766 0.45 2.27 0.90
C -2.441984 0.851345 -1.055192 1.42 -2.16 1.38
C 1.683986 0.322651 -0.466651 0.29 1.76 1.10
H 2.312552 2.617048 0.731821 0.68 0.61 0.30
H -2.148040 1.236508 -1.994208 -0.12 0.76 -0.84
H 0.835563 1.005210 -2.247653 1.02 0.36 1.75
H 2.502859 -0.047011 1.413074 -0.47 -0.41 -0.94
H 3.351796 1.734257 1.929188 -0.08 0.67 1.41
H -1.524383 -1.746250 0.956593 -0.26 0.10 0.40
N 1.174974 -0.889591 -0.654940 -2.71 0.20 -3.28
H -3.246606 -0.689681 2.326150 -0.51 -0.94 1.99
N 2.435729 0.603074 0.633283 -1.22 -1.93 -1.08
H -3.865210 2.278533 -0.492361 -1.30 2.15 -1.14
O 1.379284 -1.904553 0.186015 0.19 -1.05 0.84
H -4.499220 1.198937 1.789728 0.48 0.39 -1.15
```
Positions in Å, forces in eV/Å.

(2)
Density functional theory data (ωB97M-V with the def2-TZVPD basis set) for a 2-piece molecular cluster, C3H4NOP overall in a non-equilibrium geometry.

Properties
Kohn-Sham gap (alpha / beta): 7.692 / 7.694 eV
lowest unoccupied orbital energy (alpha / beta): -0.02007 / -0.02003 hartree
energy above the lowest of the compared OMol25 structures with the same formula, charge and spin: 2.590 eV

XYZ file:
```
10
Properties=species:S:1:pos:R:3:forces:R:3
H -1.160958 -0.656371 -1.801527 -0.08 -0.07 -0.16
H 2.476582 1.088280 0.934742 0.17 0.01 0.23
C -1.240306 -0.817702 -0.739803 2.16 0.00 0.34
C 0.978895 -0.536862 0.233097 -1.27 -3.35 -0.61
O 1.355816 -1.573887 0.612335 -0.21 1.15 -0.09
N -1.514102 1.245273 0.701065 -0.54 0.00 -0.03
H 0.527300 1.683574 0.533686 -0.43 0.36 0.19
P 1.577294 1.075645 -0.140284 0.63 0.97 -0.64
C -1.499214 0.287263 0.044738 -0.40 1.11 0.72
H -1.501304 -1.795209 -0.378049 -0.02 -0.17 0.06
```
Positions in Å, forces in eV/Å.

(3)
Density functional theory data (ωB97M-V with the def2-TZVPD basis set) for C36H55AsF3N4NiOSSbSi3 as an isolated structure in a non-equilibrium geometry.

Properties
Kohn-Sham gap (alpha / beta): 4.797 / 6.468 eV
⟨S²⟩: 3.775
2S+1: 4
lowest unoccupied orbital energy (alpha / beta): 0.08963 / 0.08939 hartree
charge: -1

XYZ file:
```
106
Properties=species:S:1:pos:R:3:forces:R:3
C 3.790880 2.404549 -0.910292 0.23 0.25 -0.23
C -4.197855 2.873466 -2.083586 -0.39 0.15 0.25
C -2.230457 5.262480 0.693720 0.03 0.04 -0.02
C -3.567573 1.404834 -0.344803 -0.08 -0.20 0.18
H 3.493670 3.460670 -0.930100 0.06 -0.11 -0.02
H 3.060190 -3.501762 -1.347530 -0.04 -0.04 -0.10
C -0.448102 -2.766125 -0.904201 0.18 -0.36 -0.28
C -2.445537 -3.259484 0.189612 -0.07 0.30 -0.44
H 6.839959 -0.049165 0.977787 -0.10 0.02 0.04
H 3.993604 1.579355 2.410737 -0.09 0.07 0.05
H 3.751799 -1.062710 2.570536 -0.06 0.05 0.02
H -1.377560 5.355743 0.018686 -0.04 0.00 0.02
H -2.618045 -5.075918 1.285237 0.04 0.02 -0.01
C -0.402788 -4.108497 -3.801992 -0.04 -0.46 -0.13
H -2.777252 -2.453803 -4.611852 0.02 0.08 0.09
H 0.435997 -0.426735 -4.934114 -0.01 -0.04 -0.02
H 1.148051 -4.182336 -0.589279 -0.06 0.02 -0.01
C -4.475864 2.309034 -0.842821 -0.07 0.02 -0.10
H 2.709632 -3.346306 -3.079012 0.00 0.03 0.03
H -0.043852 -1.830854 -5.906499 0.05 0.02 0.10
H 6.192707 -2.681364 0.375117 -0.08 -0.03 0.04
H -0.206101 -5.685259 0.833939 -0.03 0.03 0.00
F -2.698094 2.300206 -5.076901 0.04 -0.09 -0.23
C -2.238864 0.467402 3.722315 0.08 -0.10 -0.40
C -0.737667 4.184318 2.957996 0.07 0.04 0.09
C -0.633821 -4.771612 0.434370 -0.02 -0.06 0.03
H -3.341545 -1.086139 0.974554 0.00 0.08 0.03
H 4.808146 -0.423284 -2.497304 0.07 0.00 0.06
C 5.796479 0.213854 1.196491 0.19 0.21 0.26
S -0.634157 1.161772 -2.834995 0.00 0.41 -0.24
H 0.194883 1.435872 0.288668 -0.22 0.09 0.29
C 2.113157 -1.024843 1.174616 0.12 0.00 -0.52
Ni -0.916215 -0.313133 -0.316233 -0.38 -0.70 -0.62
C 0.120137 -3.943196 -0.348028 0.00 0.05 -0.04
As -2.099371 3.564022 1.685641 -0.04 0.14 -0.16
H 4.602264 -3.280015 -0.113745 0.07 0.00 0.03
H -5.264626 -1.561265 2.457511 0.04 0.02 0.03
C 3.044693 1.959647 2.032197 0.07 0.08 0.47
H -0.901357 -2.142086 1.744996 -0.01 0.11 0.05
H -2.576946 -0.848282 -3.861054 0.00 -0.08 0.01
H 4.850310 2.356654 -0.644481 -0.10 0.03 -0.06
C -3.389154 -0.746166 1.994926 0.48 0.16 0.16
H 2.431125 -2.057124 4.391591 0.00 -0.01 0.01
H 4.233997 -2.700427 -2.420367 -0.10 -0.09 0.01
C 1.971763 -1.862401 3.429632 0.04 -0.06 0.20
N -2.456560 1.040865 -0.977514 0.35 -0.15 -0.50
H 6.280239 -1.158205 -1.855525 -0.05 0.10 0.02
H 0.099714 4.610114 2.401982 -0.01 -0.03 0.02
H 5.614395 0.000874 2.255200 0.06 0.01 -0.11
H 0.643833 -4.434401 -3.762628 -0.11 0.02 0.01
H 1.448396 -1.882432 -4.951394 -0.10 0.03 -0.05
C 0.157879 -1.904835 -1.880823 0.03 1.01 0.45
C 0.122445 -1.878868 1.962211 0.18 -0.03 -0.04
C 3.171134 -2.857576 -2.218413 0.30 -0.04 0.05
H -3.637227 4.922694 3.231614 0.00 -0.05 0.00
C -4.425385 -0.492912 4.175123 0.26 0.07 -0.27
C 0.955189 2.153340 0.000959 0.04 0.13 -0.25
C 0.642586 -2.180210 3.200209 -0.07 -0.04 -0.08
C -3.662442 3.909728 2.821517 -0.06 -0.01 0.07
N -2.298128 0.007681 2.412676 0.26 0.14 -0.20
H -3.177289 0.622728 5.583878 -0.02 -0.03 -0.01
Sb 2.072823 -0.999774 -1.984531 -0.19 -0.11 -0.24
H -3.140824 5.248075 0.091368 0.04 0.00 0.01
C -4.428325 -0.984806 2.838119 -0.08 0.07 0.38
H -3.468385 -2.962768 0.384410 0.01 -0.02 0.01
C -3.266318 0.233627 4.576184 -0.36 -0.14 0.12
H -0.952768 -4.664013 -3.031769 0.06 0.03 -0.10
H 5.969382 0.573602 -1.631904 0.00 -0.11 -0.02
H 3.051309 3.054182 2.118978 -0.01 -0.13 0.01
C 2.709552 -1.303214 2.415559 0.08 0.09 -0.14
H -3.685438 3.178397 3.630155 -0.02 0.01 0.00
H -5.373537 2.545661 -0.289177 0.02 0.02 -0.01
C -1.972332 -4.438320 0.695969 0.07 -0.16 -0.01
C 2.886074 -0.387318 0.043404 -0.60 -0.11 0.28
F -3.778304 4.045332 -4.417506 0.00 0.06 -0.12
H 2.242492 1.580287 2.677638 0.10 0.08 -0.05
Si -0.563558 -2.255891 -3.548906 0.10 0.14 0.32
H -2.915984 -2.259909 -2.847512 0.00 0.02 -0.10
N -1.718430 -2.408083 -0.579712 0.00 -0.46 0.96
H -1.144567 4.945633 3.627654 0.04 -0.01 -0.02
H -0.811532 -4.393710 -4.780398 0.05 -0.04 0.10
H -4.566412 3.787172 2.222449 0.01 0.00 0.02
C 5.499890 -0.414791 -1.652144 0.10 0.07 -0.29
O -1.225026 0.294024 1.604486 -0.69 -0.14 0.15
H 4.860326 -2.737569 1.541975 0.07 -0.01 -0.10
C -3.048640 2.547363 -2.746243 0.45 -0.13 -0.29
Si 2.665956 1.503538 0.268464 0.07 -0.33 -0.15
H 0.811308 3.029296 0.642478 0.00 -0.05 -0.05
C -2.127923 1.613372 -2.176804 -0.06 -0.03 0.24
H 5.687125 1.291038 1.051600 0.10 -0.09 0.03
N 0.817092 -1.295921 0.967630 -0.02 0.10 0.82
H -3.744645 0.930574 0.609438 -0.01 0.13 -0.04
C 5.112274 -2.538108 0.496617 0.07 -0.44 0.16
H 0.779551 2.424007 -1.039256 -0.06 0.04 0.04
H -4.884574 3.582554 -2.524294 -0.02 0.01 0.00
C 0.413285 -1.517398 -4.958970 0.20 0.17 -0.22
H 0.013167 -2.633099 3.954125 0.03 -0.01 -0.01
H 3.671015 2.007846 -1.924487 0.01 0.07 0.07
H -0.367699 3.340944 3.541844 -0.01 0.03 0.02
C -2.774223 3.192742 -4.082540 -0.20 -0.28 0.54
H -5.248081 -0.673849 4.850249 0.03 0.01 -0.01
F -1.653565 3.916957 -4.095824 0.22 0.20 -0.08
H -2.255830 6.123791 1.367593 -0.01 -0.06 -0.03
C -2.382533 -1.917535 -3.738784 -0.37 0.16 -0.11
Si 4.728611 -0.782929 0.019018 -0.07 0.11 -0.08
H -1.331182 0.996828 3.972611 -0.03 -0.01 -0.03
```
Positions in Å, forces in eV/Å.

(4)
Density functional theory data (ωB97M-V with the def2-TZVPD basis set) for a 2-piece molecular cluster, C27H41ClN5O7PS overall in a non-equilibrium geometry.

Properties
Kohn-Sham gap: 7.832 eV
SMILES: CO[C@@](CCC(=O)O)([PH2]=S)[C@@H](CCCCl)O[C@H](CCC(=O)Nc1ccccc1)CC(N)(N)N.O=[N+]([O-])c1ccccc1
lowest unoccupied orbital energy: -0.03378 hartree

XYZ file:
```
83
Properties=species:S:1:pos:R:3:forces:R:3
H -0.207191 5.208124 2.656968 -0.07 0.09 0.05
S 1.945472 -1.257147 -1.824704 -0.03 0.06 -0.07
N -1.365198 -1.817219 -4.968175 0.03 -0.05 0.05
O -0.974574 -0.793618 -4.424573 0.05 0.11 -0.02
C -2.368765 -1.681097 -6.031220 -0.08 0.04 -0.11
H 2.248846 3.442831 3.805862 0.06 0.01 -0.02
H -0.401608 -0.719516 -0.639380 0.09 -0.08 -0.16
H -2.490878 -3.798666 -6.352117 0.06 0.04 0.08
C -0.025916 2.084764 3.834085 0.34 0.26 -0.73
C -2.442074 -0.081077 -0.893207 0.77 -0.28 -0.20
H -2.077876 -4.939146 -0.766643 -0.07 -0.06 -0.16
H 1.172794 1.007000 -3.273675 0.01 0.34 0.06
O 1.290464 3.041117 -0.808841 0.27 -0.46 -0.18
C 0.701700 -0.236821 3.032519 0.50 -0.08 0.35
C -1.836011 -5.054293 1.367332 0.27 0.36 -0.07
C -1.130439 -4.600942 2.480059 0.01 0.11 -0.18
H -0.212830 -3.349503 -1.053508 0.14 0.12 -0.06
H 2.896939 2.703978 1.384142 -0.08 0.19 0.05
H 3.116057 1.238690 -2.203227 -0.14 0.35 -0.15
H 4.839826 1.395340 1.867137 0.17 0.05 0.11
C -1.048765 0.104251 -0.360741 -0.09 0.29 0.33
C -2.852244 -2.823422 -6.641628 -0.02 -0.20 -0.04
H -2.415867 0.458755 -5.890869 0.05 -0.06 0.07
H 3.540312 0.534051 2.628283 -0.16 0.00 0.08
C -3.812484 -2.693437 -7.630674 -0.03 0.11 -0.02
C -0.127759 -2.210251 4.215208 0.39 -0.35 0.22
H -0.629000 3.632412 5.739416 -0.12 0.06 0.07
C -3.767699 -0.299012 -7.373694 -0.03 -0.10 -0.04
C 1.201443 3.638950 -2.083036 -0.09 0.26 -0.05
P 1.835079 0.676004 -2.082995 0.36 -1.04 0.28
H -0.121044 -0.548117 2.396345 -0.28 0.21 -0.10
O -2.526165 -0.722265 -2.074332 0.08 0.31 -0.33
H 1.925192 1.488344 3.258159 0.17 0.22 -0.19
N -0.689325 4.199371 4.898392 0.39 -0.26 -0.37
H 4.984025 -0.200934 0.081044 0.08 -0.14 -0.22
C 0.229575 -3.233386 1.050347 -0.09 -0.13 -0.14
H -2.641692 -5.756041 1.509396 -0.10 -0.12 0.01
C 3.933286 0.831046 1.660175 0.18 0.08 -0.07
N 1.535746 4.036417 4.205862 -0.20 -0.06 0.04
C -4.271035 -1.434196 -7.995052 0.02 -0.01 0.01
O 0.643462 1.666461 1.601326 0.33 0.02 0.29
C -0.508129 1.473423 -0.797848 0.02 -0.63 -0.45
H -0.951311 3.795504 2.140524 -0.08 0.05 -0.03
H 1.038226 -2.528413 0.893824 0.07 0.07 0.07
H 3.468218 1.968917 -0.067891 -0.02 0.08 -0.27
H -1.155469 0.112160 0.715004 0.10 -0.06 0.21
H 1.595982 -0.689715 2.602081 0.03 -0.11 -0.19
H -0.833645 1.665263 -1.823331 0.05 0.08 -0.14
H 1.050710 4.700552 -1.924541 0.00 0.16 0.10
H -1.388547 -4.957297 3.462834 0.01 0.00 0.15
H -1.052029 1.886397 3.524401 -0.20 -0.13 0.19
C -0.468524 -3.694180 -0.062541 -0.34 -0.30 0.23
C 1.570775 1.197143 0.657707 0.29 0.11 -0.98
C -2.808696 -0.418348 -6.381933 -0.02 0.20 0.00
H 1.459942 -2.727272 3.138469 0.16 -0.19 0.14
H 0.136910 1.770366 4.856974 -0.17 -0.18 0.23
O -3.405054 0.318174 -0.330815 -1.18 0.27 0.55
C 0.902239 1.276263 2.944676 -0.63 -0.19 0.19
C 0.520491 -0.864558 4.414446 0.24 -0.30 0.08
H 1.468992 -1.017195 4.929279 0.22 0.19 0.02
H 0.357318 3.282355 -2.672002 -0.11 -0.12 -0.04
H 3.454209 -0.973081 0.566664 -0.07 -0.12 -0.29
O -1.223142 -2.447834 4.630980 -0.87 -0.20 0.18
N 0.610181 -3.162301 3.479127 -0.15 0.76 -0.79
C 2.986898 1.746747 0.879758 0.05 -0.34 0.24
H -0.942380 2.253236 -0.188815 -0.04 0.16 0.20
H -4.205417 -3.575895 -8.115650 0.01 -0.02 0.00
H -1.637965 4.122861 4.554340 -0.14 0.04 0.13
C 1.013063 1.632131 -0.720924 -0.26 1.14 0.40
H -1.661057 -0.635794 -2.506524 -0.07 -0.53 -0.20
C -1.520839 -4.598548 0.089054 0.39 0.22 0.56
H -0.138972 -0.319668 5.074882 -0.14 0.19 0.02
H -5.025011 -1.337428 -8.764756 0.00 0.00 -0.01
H 2.120129 3.527877 -2.663037 0.10 -0.15 -0.04
C 4.322686 -0.428318 0.906445 -0.16 0.17 0.59
H 1.610634 4.042305 5.213509 0.23 0.01 0.04
N -0.140093 4.205298 2.576263 0.33 -0.26 -0.26
H 1.617581 0.105591 0.614290 -0.20 -0.15 0.23
C 0.191565 3.614170 3.838202 -0.51 0.48 0.64
O -0.984127 -2.927146 -4.682529 0.00 -0.01 0.04
C -0.102469 -3.672060 2.332356 -0.18 -0.58 -0.17
H -4.125360 0.680242 -7.659180 0.00 0.02 0.01
Cl 5.177708 -1.539726 2.026463 0.12 -0.04 -0.09
```
Positions in Å, forces in eV/Å.

(5)
Density functional theory data (ωB97M-V with the def2-TZVPD basis set) for C19H8BrF5NO5Pd as an isolated structure in a non-equilibrium geometry.

Properties
Kohn-Sham gap: 7.314 eV
lowest unoccupied orbital energy: 0.07982 hartree
charge: -1
energy above the lowest of the compared OMol25 structures with the same formula, charge and spin: 0.000 eV

XYZ file:
```
40
Properties=species:S:1:pos:R:3:forces:R:3
C -1.705271 -2.796868 1.412323 0.02 -0.10 0.00
O 2.413689 1.268970 0.100915 0.14 -0.02 0.02
Br -2.898338 -4.436024 5.041278 0.03 0.03 -0.04
C -1.444041 1.868125 -1.140538 -0.21 -0.06 0.09
C -0.672457 3.051409 -3.052331 0.45 0.00 -0.11
F 6.063206 -2.646865 1.809042 0.01 -0.01 0.01
O 3.133457 2.054795 -1.887354 0.08 -0.29 0.34
C 4.828944 -2.428237 1.317688 0.02 -0.06 0.09
H 3.974424 1.775798 -1.494161 0.03 0.07 -0.04
Pd -0.410332 -0.326291 0.444307 -0.49 -0.54 0.60
H -0.442670 -0.400783 3.426444 -0.02 0.04 0.02
F 3.290771 -1.086236 -1.643458 -0.10 0.19 0.04
C 0.796770 1.920331 -1.559570 1.03 0.05 -0.17
C 3.704434 -2.804380 2.027429 -0.05 -0.05 0.06
O -2.184609 0.662146 0.776628 0.05 0.23 -0.09
H -1.409529 -1.882773 5.146695 0.02 0.00 0.00
C 4.653055 -1.839075 0.083977 0.04 0.03 -0.07
F 3.853172 -3.418456 3.213434 0.00 0.03 -0.03
C 2.206966 -1.913522 0.306042 -0.18 0.00 -0.18
F 1.393003 -3.005742 2.257445 0.25 0.09 -0.13
C -2.138024 -3.294371 3.709206 -0.01 -0.01 -0.02
H -0.846549 3.648459 -3.938913 0.03 0.00 0.02
H -2.734780 2.986707 -2.415876 -0.01 -0.03 0.05
H -1.778110 -3.074690 0.368350 -0.01 0.00 -0.01
C -0.951428 -1.306033 3.119993 -0.10 -0.06 0.10
C -2.252015 -3.639571 2.374645 0.03 0.00 0.00
N -0.216116 1.450590 -0.861456 -0.22 -0.21 0.41
H -2.753774 -4.554983 2.089346 -0.01 0.01 0.00
C 2.435524 -2.571545 1.527992 -0.04 -0.06 0.29
C -1.714094 2.678072 -2.240786 -0.27 -0.10 0.23
C -1.054918 -1.624978 1.771551 0.10 0.13 -0.26
C 3.384571 -1.609089 -0.402969 0.05 -0.03 -0.13
C 0.625437 2.688683 -2.687200 -0.23 0.41 -0.38
C 2.182188 1.677400 -0.996777 -0.48 0.01 -0.54
O -3.602262 2.082094 -0.239552 -0.05 -0.09 0.07
F 5.728948 -1.487395 -0.646974 -0.03 0.00 0.01
H 1.487978 3.017801 -3.246540 -0.04 0.01 -0.02
C -1.489569 -2.136735 4.098164 0.03 0.04 -0.04
C -2.533496 1.498028 -0.122094 0.07 0.06 -0.19
O 1.032117 -1.685508 -0.199414 0.09 0.27 0.03
```
Positions in Å, forces in eV/Å.

Number 1: E_tot -26903.8556 eV. Number 2: E_tot -15998.4236 eV. Number 3: E_tot -197273.7871 eV. Number 4: E_tot -83091.5482 eV. Number 5: E_tot -118672.1647 eV.